{"formula": "C57H54N3O9Si", "method": "wB97M-V/def2-TZVPD", "symbols": ["C", "C", "O", "C", "C", "C", "C", "Si", "C", "C", "C", "C", "O", "C", "C", "N", "C", "C", "C", "O", "N", "N", "H", "H", "H", "H", "H", "H", "H", "H", "H", "H", "H", "H", "H", "H", "H", "H", "H", "H", "H", "H", "H", "H", "H", "H", "H", "H", "H", "H", "H", "H", "C", "C", "C", "C", "C", "C", "C", "O", "C", "C", "C", "C", "C", "C", "C", "O", "H", "H", "H", "H", "H", "H", "H", "H", "C", "C", "C", "C", "C", "C", "C", "O", "C", "C", "C", "C", "C", "C", "C", "O", "H", "H", "H", "H", "H", "H", "H", "H", "C", "C", "C", "C", "C", "C", "C", "O", "C", "C", "C", "C", "C", "C", "C", "O", "H", "H", "H", "H", "H", "H", "H", "H"], "xyz": [[-5.4609, -0.0824, 2.8819], [-4.2454, -0.8771, 3.3208], [-4.3319, -1.1380, 4.7203], [-3.5960, -2.2362, 5.1667], [-2.1622, -2.2003, 4.7119], [-1.3197, -1.1073, 4.9192], [-0.0431, -1.1253, 4.4735], [1.1046, 0.3835, 4.7986], [-0.0530, 1.8510, 4.9720], [2.0364, 0.1279, 6.3851], [2.2804, 0.7481, 3.4083], [0.3700, -2.3092, 3.7955], [1.6187, -2.4096, 3.3449], [1.7810, -2.3813, 1.8848], [1.8513, -3.7707, 1.2856], [3.1912, -4.3539, 1.4320], [3.9552, -4.4255, 0.1810], [4.5164, -3.0932, -0.2838], [5.5644, -3.2663, -1.3823], [3.4122, -2.2942, -0.7545], [-0.4109, -3.3532, 3.6203], [-1.6441, -3.2354, 4.0838], [-5.1984, 0.5158, 2.0084], [-5.7755, 0.5967, 3.6728], [-6.2857, -0.7333, 2.6007], [-4.1953, -1.8191, 2.7575], [-3.3275, -0.3229, 3.0903], [-4.0662, -3.1801, 4.8570], [-3.5994, -2.2034, 6.2585], [-1.7235, -0.2534, 5.4472], [-1.0082, 1.6505, 4.4769], [0.3615, 2.7282, 4.4766], [-0.2849, 2.0774, 6.0134], [2.5057, 1.0896, 6.6123], [1.3959, -0.1305, 7.2291], [2.8346, -0.6100, 6.2948], [2.8821, -0.1005, 3.0877], [2.9516, 1.5234, 3.7901], [1.7601, 1.1758, 2.5492], [2.7246, -1.8725, 1.7118], [0.9747, -1.7824, 1.4544], [1.5823, -3.6749, 0.2297], [1.1180, -4.4163, 1.7680], [3.0732, -5.3022, 1.7607], [4.8039, -5.0895, 0.3545], [3.3614, -4.8663, -0.6322], [4.9571, -2.5671, 0.5697], [5.0833, -3.1546, -2.3571], [6.3597, -2.5289, -1.2942], [6.0017, -4.2638, -1.3638], [3.7334, -1.6921, -1.4331], [-2.2206, -4.0530, 3.9143], [2.1478, 5.3188, -6.6973], [1.9120, 4.0453, -7.2023], [1.9816, 2.9429, -6.3677], [2.2978, 3.1079, -5.0251], [2.5521, 4.3871, -4.5215], [2.4672, 5.4904, -5.3606], [2.9312, 4.5958, -3.0961], [3.1402, 5.7008, -2.6476], [3.0526, 3.3844, -2.2283], [3.4536, 3.5401, -0.9066], [3.5633, 2.4327, -0.0836], [3.2682, 1.1641, -0.5749], [2.8672, 1.0069, -1.8901], [2.7659, 2.1139, -2.7237], [2.3571, 1.9104, -4.1460], [2.0920, 0.7993, -4.5568], [2.0869, 6.1790, -7.3504], [1.6741, 3.9128, -8.2494], [1.7995, 1.9480, -6.7481], [2.6592, 6.4742, -4.9554], [3.6794, 4.5328, -0.5421], [3.8849, 2.5552, 0.9424], [3.3462, 0.2969, 0.0696], [2.6226, 0.0331, -2.2939], [-5.9783, 1.6318, 6.2705], [-5.5314, 0.5664, 7.0455], [-6.4119, -0.1138, 7.8660], [-7.7487, 0.2646, 7.9126], [-8.1945, 1.3387, 7.1455], [-7.3051, 2.0194, 6.3210], [-9.6183, 1.7902, 7.2019], [-10.0007, 2.7173, 6.5231], [-10.5367, 1.0618, 8.1211], [-11.8541, 1.4885, 8.2295], [-12.7291, 0.8203, 9.0691], [-12.2947, -0.2804, 9.7991], [-10.9822, -0.7092, 9.6975], [-10.0970, -0.0374, 8.8637], [-8.6850, -0.5028, 8.7889], [-8.2971, -1.4678, 9.4114], [-5.2863, 2.1643, 5.6297], [-4.4903, 0.2745, 7.0132], [-6.0838, -0.9419, 8.4796], [-7.6696, 2.8487, 5.7302], [-12.1786, 2.3437, 7.6531], [-13.7536, 1.1562, 9.1559], [-12.9825, -0.8026, 10.4506], [-10.6291, -1.5613, 10.2614], [2.1214, -0.2712, -8.4398], [3.0684, -0.5617, -7.4622], [4.4025, -0.6896, -7.8084], [4.7960, -0.5324, -9.1319], [3.8437, -0.2535, -10.1125], [2.5059, -0.1182, -9.7606], [4.2306, -0.1088, -11.5467], [3.4029, 0.1450, -12.3944], [5.6686, -0.2914, -11.8958], [6.0514, -0.2078, -13.2287], [7.3825, -0.3628, -13.5757], [8.3384, -0.5959, -12.5931], [7.9626, -0.6829, -11.2636], [6.6269, -0.5370, -10.9099], [6.2436, -0.6578, -9.4745], [7.0742, -0.8531, -8.6132], [1.0785, -0.1672, -8.1668], [2.7605, -0.6801, -6.4323], [5.1537, -0.9094, -7.0624], [1.7816, 0.1034, -10.5324], [5.2970, -0.0224, -13.9806], [7.6787, -0.3012, -14.6144], [9.3786, -0.7116, -12.8672], [8.6934, -0.8663, -10.4883]], "lowdin_charge": [-0.04, -0.25, -0.13, -0.14, -0.15, 0.02, -0.06, 0.57, -0.16, -0.16, -0.16, -0.32, -0.03, -0.13, -0.20, -0.04, -0.19, -0.41, -0.03, -0.07, 0.21, 0.12, 0.09, 0.06, 0.08, 0.13, 0.12, 0.14, 0.15, 0.13, 0.03, 0.04, 0.04, 0.05, 0.04, 0.04, 0.03, 0.05, 0.04, 0.10, 0.14, 0.12, 0.11, 0.11, 0.12, 0.13, 0.14, 0.09, 0.08, 0.08, 0.07, 0.19, -0.05, -0.04, 0.01, -0.08, -0.08, 0.00, -0.28, 0.12, -0.08, 0.00, -0.06, -0.06, -0.01, -0.08, -0.27, 0.09, 0.11, 0.11, 0.10, 0.12, 0.12, 0.10, 0.09, 0.11, -0.07, -0.07, 0.00, -0.08, -0.08, 0.00, -0.28, 0.11, -0.08, 0.00, -0.05, -0.05, 0.00, -0.08, -0.28, 0.11, 0.11, 0.09, 0.12, 0.12, 0.12, 0.11, 0.11, 0.12, -0.07, -0.06, 0.00, -0.08, -0.08, 0.00, -0.28, 0.11, -0.08, 0.00, -0.05, -0.05, 0.00, -0.08, -0.28, 0.11, 0.11, 0.09, 0.12, 0.12, 0.12, 0.11, 0.11, 0.12], "orbital_gap_ha": 0.2358, "e_homo_ev": -10.776, "e_tot_ha": -3335.21192, "e_above_lowest_kcal_mol": 0.0, "charge": 1, "lumo_energy_ev": -4.36}